w | {"formula": "CH4N2O", "method": "ωB97M-V/def2-TZVPD", "homo_lumo_gap_ev": 8.58, "total_charge": 0, "multiplicity": 1, "species": ["C", "N", "N", "O", "H", "H", "H", "H"], "xyz": [[0.10, -0.17, 0.21], [-0.45, 0.92, 0.67], [0.14, -0.63, -1.01], [1.03, -1.21, 1.37], [-0.86, 1.61, 0.06], [-0.34, 1.11, 1.65], [-0.25, -0.14, -1.81], [0.64, -1.50, -1.14]], "nbo_charge": [0.71, -0.79, -0.78, -0.80, 0.39, 0.44, 0.39, 0.45]}

=====

x | {"formula": "CH4N2O", "method": "ωB97M-V/def2-TZVPD", "homo_lumo_gap_ev": 10.46, "total_charge": 0, "smiles": "NNC=O", "multiplicity": 1, "species": ["N", "N", "C", "O", "H", "H", "H", "H"], "xyz": [[-0.01, 0.44, 0.07], [1.12, -0.34, -0.12], [-1.24, -0.31, -0.04], [-2.30, 0.05, 0.37], [-0.05, 1.44, -0.13], [1.94, -0.18, -0.69], [1.42, 0.25, 0.81], [-0.89, -1.34, -0.28]], "nbo_charge": [-0.53, -0.68, 0.53, -0.56, 0.38, 0.37, 0.38, 0.11]}

=====

y | {"formula": "CH4N2O", "method": "ωB97M-V/def2-TZVPD", "homo_lumo_gap_ev": 8.75, "total_charge": 0, "multiplicity": 1, "species": ["N", "C", "O", "N", "H", "H", "H", "H"], "xyz": [[-0.08, -0.10, -1.01], [0.69, 0.07, 0.07], [-1.52, -0.52, 0.06], [1.80, 0.62, 0.31], [-2.24, -1.11, -0.23], [-0.52, 0.75, -1.36], [2.03, 0.56, 1.31], [-0.16, -0.26, 0.85]], "nbo_charge": [-0.25, 0.17, -0.73, -0.66, 0.48, 0.39, 0.35, 0.25]}

=====

z | {"formula": "CH4N2O", "method": "ωB97M-V/def2-TZVPD", "homo_lumo_gap_ev": 9.56, "total_charge": 0, "smiles": "[NH3+][O-].C#N", "multiplicity": 1, "species": ["C", "N", "N", "O", "H", "H", "H", "H"], "xyz": [[-0.13, -1.97, 0.80], [0.09, -2.17, 1.92], [0.12, 1.17, -0.81], [-0.47, 0.14, -1.32], [-0.27, -1.88, -0.19], [1.07, 0.92, -0.27], [-0.39, 1.60, 0.05], [0.31, 1.83, -1.56]], "nbo_charge": [0.09, -0.34, -0.34, -0.72, 0.24, 0.34, 0.35, 0.38]}

=====

Most favorable structure: x. The second most favorable one is 9.8 kcal/mol above it.

=====

w | {"formula": "CH4N2O", "method": "ωB97M-V/def2-TZVPD", "homo_lumo_gap_ev": [9.07, 8.90], "total_charge": 0, "multiplicity": 1, "species": ["C", "N", "N", "O", "H", "H", "H", "H"], "xyz": [[-0.38, -0.84, 0.17], [-0.03, 1.05, -1.13], [0.21, 0.42, -0.12], [1.64, 0.96, 1.30], [-0.62, -0.94, 1.24], [-1.33, -0.81, -0.35], [0.21, -1.83, -0.16], [0.30, 1.99, -0.96]], "nbo_charge": [-0.48, -0.26, 0.04, -0.35, 0.24, 0.21, 0.25, 0.35]}

=====

x | {"formula": "CH4N2O", "method": "ωB97M-V/def2-TZVPD", "homo_lumo_gap_ev": 10.27, "total_charge": 0, "smiles": "[H]/N=C\\NO", "multiplicity": 1, "species": ["C", "H", "H", "H", "H", "N", "N", "O"], "xyz": [[0.64, 0.45, -0.57], [-1.03, -1.01, 1.50], [-0.45, -1.17, -1.13], [1.36, 0.28, -1.46], [0.28, 1.47, 1.01], [-0.06, -0.84, -0.27], [0.78, 1.43, 0.13], [-1.13, -0.81, 0.56]], "nbo_charge": [0.26, 0.48, 0.35, 0.16, 0.35, -0.34, -0.66, -0.59]}

=====

y | {"formula": "CH4N2O", "method": "ωB97M-V/def2-TZVPD", "homo_lumo_gap_ev": [7.87, 9.85], "total_charge": 0, "multiplicity": 1, "species": ["C", "N", "N", "O", "H", "H", "H", "H"], "xyz": [[0.53, 0.21, -0.42], [2.28, -0.20, 0.11], [-1.55, -0.33, -0.12], [-0.24, -0.75, -0.14], [0.18, 1.17, -0.44], [2.73, 0.71, 0.04], [-1.66, 0.21, 0.79], [-2.25, -1.02, 0.18]], "nbo_charge": [0.32, -0.61, -0.52, -0.32, 0.15, 0.29, 0.33, 0.37]}

=====

Most favorable structure: x. The second most favorable one is 96.1 kcal/mol above it.

=====

w | {"formula": "CH4N2O", "method": "ωB97M-V/def2-TZVPD", "homo_lumo_gap_ev": 7.57, "total_charge": 0, "multiplicity": 1, "species": ["C", "N", "N", "O", "H", "H", "H", "H"], "xyz": [[1.66, 0.45, -0.04], [-2.24, 0.39, 0.53], [-1.72, -0.47, -0.04], [0.92, -0.51, 0.01], [2.75, 0.44, 0.11], [1.30, 1.42, -0.29], [-1.79, -1.42, 0.37], [-0.87, -0.30, -0.66]], "nbo_charge": [0.30, -0.27, -0.37, -0.52, 0.12, 0.11, 0.29, 0.33]}

=====

x | {"formula": "CH4N2O", "method": "ωB97M-V/def2-TZVPD", "homo_lumo_gap_ev": 10.24, "total_charge": 0, "smiles": "NNC=O", "multiplicity": 1, "species": ["C", "H", "H", "H", "H", "N", "N", "O"], "xyz": [[1.20, -0.25, 0.35], [-1.70, 0.08, 0.57], [-1.61, 0.02, -0.95], [-0.03, 1.22, -0.59], [1.02, -1.14, 0.92], [-1.15, -0.43, -0.16], [0.03, 0.18, -0.22], [2.24, 0.32, 0.08]], "nbo_charge": [0.51, 0.32, 0.34, 0.36, 0.12, -0.60, -0.47, -0.59]}

=====

Most favorable structure: x. The second most favorable one is 53.5 kcal/mol above it.

=====

w | {"formula": "C2H6NO3", "method": "ωB97M-V/def2-TZVPD", "homo_lumo_gap_ev": 7.96, "total_charge": -1, "multiplicity": 1, "species": ["O", "C", "N", "C", "O", "H", "H", "H", "H", "H", "H", "O"], "xyz": [[-1.11, 1.14, 0.99], [-0.57, 0.20, 0.26], [-0.39, 0.34, -1.12], [1.11, -0.68, -1.54], [1.36, -1.07, -2.76], [0.00, -0.54, 0.91], [-0.35, 1.29, -1.33], [0.48, -1.42, -1.03], [1.90, -0.26, -0.88], [-1.24, -0.21, 3.53], [-0.53, 0.60, 2.33], [-0.34, 0.06, 3.27]], "nbo_charge": [-0.73, 0.47, -0.74, 0.20, -0.79, 0.15, 0.35, 0.08, 0.09, 0.45, 0.50, -1.03]}

=====

x | {"formula": "C2H6NO3", "method": "ωB97M-V/def2-TZVPD", "homo_lumo_gap_ev": 8.06, "total_charge": -1, "multiplicity": 1, "species": ["O", "C", "O", "C", "N", "H", "H", "H", "H", "H", "H", "O"], "xyz": [[-0.98, 1.53, 2.05], [-0.43, 1.05, 1.03], [0.82, 1.16, 0.59], [-1.32, 0.29, 0.02], [-0.92, -0.92, -0.60], [-2.25, 0.16, 0.52], [-1.70, 0.91, -0.79], [-0.43, -1.60, -0.01], [-0.25, -0.66, -1.37], [3.16, -1.11, -0.41], [1.99, 0.00, -0.29], [2.32, -0.81, -0.74]], "nbo_charge": [-0.74, 0.75, -0.87, -0.34, -0.85, 0.17, 0.18, 0.36, 0.36, 0.45, 0.53, -1.01]}

=====

y | {"formula": "C2H6NO3", "method": "ωB97M-V/def2-TZVPD", "homo_lumo_gap_ev": 8.69, "total_charge": -1, "multiplicity": 1, "species": ["C", "N", "C", "O", "O", "H", "H", "H", "H", "H", "H", "O"], "xyz": [[1.07, -0.86, 1.18], [0.40, 0.42, 0.98], [0.32, 0.93, -0.37], [-0.62, 1.76, -0.54], [1.17, 0.52, -1.16], [0.61, -1.41, 2.01], [2.13, -0.83, 1.37], [0.87, -1.49, 0.30], [-0.37, 0.52, 1.62], [-1.72, 0.75, -1.30], [-1.60, -0.43, -2.25], [-2.27, 0.12, -1.85]], "nbo_charge": [-0.40, -0.71, 0.87, -0.83, -0.76, 0.16, 0.17, 0.19, 0.37, 0.50, 0.45, -1.01]}

=====

Most favorable structure: y. The second most favorable one is 14.2 kcal/mol above it.

=====

w | {"formula": "C2H6NO3", "method": "ωB97M-V/def2-TZVPD", "homo_lumo_gap_ev": 7.32, "total_charge": -1, "multiplicity": 1, "species": ["O", "C", "N", "C", "O", "H", "H", "H", "H", "H", "H", "O"], "xyz": [[1.11, -0.23, 2.54], [-0.04, -0.50, 2.09], [-0.52, -0.22, 0.90], [0.52, 2.21, -1.96], [1.54, 1.62, -2.13], [-0.70, -1.04, 2.76], [0.15, 0.29, 0.34], [0.35, 3.13, -2.57], [-0.28, 2.07, -1.23], [-1.25, -2.97, -0.24], [-0.44, -1.79, 0.06], [-0.44, -2.58, -0.57]], "nbo_charge": [-0.79, 0.45, -0.98, 0.29, -0.49, 0.06, 0.32, 0.06, 0.14, 0.44, 0.50, -1.00]}

=====

x | {"formula": "C2H6NO3", "method": "ωB97M-V/def2-TZVPD", "homo_lumo_gap_ev": 8.78, "total_charge": -1, "multiplicity": 1, "species": ["O", "C", "O", "C", "N", "H", "H", "H", "H", "H", "H", "O"], "xyz": [[0.74, 1.36, -0.23], [0.94, 0.11, -0.29], [1.36, -0.61, 0.63], [0.08, -0.63, -1.41], [-0.75, -1.72, -0.69], [-0.67, 0.17, -1.54], [0.70, -1.16, -2.21], [-1.35, -1.08, -0.18], [-0.14, -2.05, 0.06], [0.17, 1.93, 1.26], [-0.86, 1.51, 2.45], [-0.22, 2.16, 2.14]], "nbo_charge": [-0.81, 0.75, -0.77, -0.36, -0.85, 0.21, 0.19, 0.33, 0.37, 0.52, 0.45, -1.01]}

=====

Most favorable structure: x. The second most favorable one is 28.7 kcal/mol above it.

=====

w | {"formula": "C4H24N2O8", "method": "ωB97M-V/def2-TZVPD", "homo_lumo_gap_ev": [10.49, 5.20], "total_charge": 1, "multiplicity": 2, "species": ["N", "C", "C", "C", "O", "C", "N", "H", "H", "H", "H", "H", "H", "H", "H", "H", "H", "H", "H", "O", "H", "H", "O", "H", "H", "O", "H", "H", "O", "H", "H", "O", "H", "H", "O", "H", "H", "O"], "xyz": [[1.16, -0.04, -0.42], [-0.30, -0.24, -0.55], [-1.11, 0.92, 0.10], [-0.67, 1.21, 1.47], [0.32, 1.80, 1.90], [-0.77, -0.23, -1.98], [-0.37, -1.52, -2.51], [1.58, 0.19, -1.31], [1.52, 0.60, 0.26], [-0.35, -1.32, -0.10], [-2.25, 0.64, 0.12], [-1.05, 1.71, -0.65], [-1.43, 0.88, 2.24], [-1.87, 0.01, -1.93], [-0.40, 0.59, -2.67], [-0.76, -2.23, -1.94], [-0.67, -1.73, -3.52], [0.17, -1.70, 2.14], [0.98, -2.94, 2.85], [0.18, -2.35, 2.80], [2.44, -2.81, -0.97], [1.69, -2.08, 0.09], [1.91, -2.89, -0.20], [3.03, 2.87, 1.02], [1.65, 3.47, 0.73], [2.46, 3.17, 0.24], [0.97, 3.85, -1.84], [0.53, 4.29, -0.31], [0.22, 4.08, -1.21], [-1.42, -4.29, -0.67], [0.00, -4.06, -0.54], [-0.67, -4.67, -0.94], [-1.82, -2.56, 1.52], [-3.02, -3.10, 0.67], [-2.15, -2.71, 0.60], [0.41, 4.05, 2.44], [-0.55, 4.64, 1.45], [0.42, 4.52, 1.64]], "nbo_charge": [-0.55, -0.08, -0.55, 0.42, -0.52, -0.28, -0.59, 0.41, 0.43, 0.27, 0.26, 0.28, 0.14, 0.28, 0.25, 0.39, 0.41, 0.45, 0.51, -0.96, 0.48, 0.45, -0.92, 0.47, 0.49, -0.98, 0.49, 0.49, -0.98, 0.46, 0.47, -0.93, 0.50, 0.50, -1.00, 0.49, 0.49, -0.95]}

=====

x | {"formula": "C4H24N2O8", "method": "ωB97M-V/def2-TZVPD", "homo_lumo_gap_ev": [10.24, 5.24], "total_charge": 1, "multiplicity": 2, "species": ["N", "C", "C", "N", "C", "C", "O", "H", "H", "H", "H", "H", "H", "H", "H", "H", "H", "H", "H", "O", "H", "H", "O", "H", "H", "O", "H", "H", "O", "H", "H", "O", "H", "H", "O", "H", "H", "O"], "xyz": [[-0.79, -3.09, -1.44], [0.47, -2.76, -0.84], [0.24, -1.92, 0.44], [1.25, -1.38, 1.25], [2.56, -1.03, 0.75], [2.34, 0.02, -0.34], [-0.86, -1.86, 0.96], [-1.15, -2.30, -1.95], [-1.50, -3.46, -0.82], [1.01, -2.16, -1.56], [1.06, -3.64, -0.61], [0.96, -0.84, 2.08], [3.21, -0.55, 1.47], [3.03, -1.90, 0.28], [1.89, -0.36, -1.25], [1.78, 0.89, 0.00], [3.21, 0.53, -0.74], [-0.41, 1.26, 3.60], [0.33, 1.84, 2.38], [-0.14, 1.05, 2.70], [-2.81, -1.21, 2.56], [-1.71, -0.15, 2.38], [-2.63, -0.35, 2.18], [0.99, 3.60, 0.35], [0.22, 2.15, 0.33], [0.71, 2.82, 0.84], [-0.13, 0.62, -1.89], [-1.24, 1.23, -1.17], [-0.27, 1.28, -1.20], [3.18, 3.12, -0.45], [1.88, 2.72, -1.17], [2.61, 3.36, -1.18], [-3.13, 0.99, 0.39], [-2.41, -0.23, 0.08], [-2.79, 0.53, -0.39], [-1.88, 0.08, -3.64], [-2.73, 1.10, -3.01], [-1.83, 1.00, -3.36]], "nbo_charge": [-0.79, -0.32, 0.61, -0.20, -0.29, -0.63, -0.40, 0.37, 0.39, 0.23, 0.25, 0.47, 0.27, 0.26, 0.21, 0.25, 0.27, 0.50, 0.52, -1.02, 0.48, 0.49, -0.96, 0.52, 0.51, -1.02, 0.48, 0.52, -1.01, 0.47, 0.47, -0.93, 0.50, 0.49, -0.97, 0.46, 0.49, -0.94]}

=====

Most favorable structure: x. The second most favorable one is 50.9 kcal/mol above it.